17
Properties=species:S:1:pos:R:3:nbo_charge:R:1 method="wB97M-V/def2-TZVPD" lumo_ev=2.69 total_charge=-1 spin_multiplicity=1 orbital_gap_ha=0.2674 total_energy_ev=-93718.780 e_homo_ev=-4.59
Br 3.5776 -0.9984 0.9031 -0.2605
P 2.5966 -0.2634 -0.9748 0.5656
C 0.8582 -0.6542 -0.6176 -0.4285
C -0.0933 0.3540 -0.7511 -0.1356
C -1.4191 0.0508 -0.4710 -0.2465
C -1.7327 -1.2358 -0.0841 0.0414
N -0.8384 -2.2246 0.0265 -0.4374
C 0.4251 -1.9225 -0.2331 0.0546
H 2.8549 -1.4420 -1.7190 -0.0564
H 0.1999 1.3639 -1.0211 0.2601
H -2.1779 0.8225 -0.5084 0.2535
H -2.7624 -1.4878 0.1602 0.1845
H 1.1508 -2.7272 -0.1242 0.1849
N -0.6591 2.5917 1.3593 0.7046
O -1.8828 2.6824 1.1099 -0.5715
O 0.1720 3.0825 0.5606 -0.5749
O -0.2691 2.0080 2.3850 -0.5380